(1)
Below is 2 unconnected molecules or ions with the total composition C4H15N2O2 in a non-equilibrium geometry, with properties calculated with the ωB97M-V functional and the def2-TZVPD basis.

```
23
C4H15N2O2, DFT the ωB97M-V functional and the def2-TZVPD basis
C -0.66 0.75 -1.18
O -0.41 2.01 -1.79
C -0.12 0.73 0.25
C -0.05 -0.71 0.77
C 0.72 -1.69 -0.13
N 2.13 -1.28 -0.33
N 1.28 1.27 0.16
H -0.12 0.10 -1.87
H -1.69 0.40 -1.19
H -1.00 2.73 -1.55
H -0.78 1.34 0.86
H -1.07 -1.08 0.90
H 0.30 -0.72 1.81
H 0.24 -1.90 -1.08
H 0.70 -2.60 0.48
H 1.88 0.39 -0.05
H 2.37 -1.38 -1.31
H 2.77 -1.79 0.26
H 1.61 1.68 1.02
H 1.40 1.87 -0.64
H -3.10 0.34 2.24
H -3.58 -0.34 0.92
O -2.82 -0.14 1.46
```

The LUMO energy is -2.72 eV. The calculation puts the energy above the lowest of the compared OMol25 structures with the same formula, charge and spin at 82.5 kJ/mol. The net charge is +1. For the gap between HOMO and LUMO, the calculation gives 11.169 eV. As for the multiplicity: 1.

=====

(2)
Below is 3 unconnected molecules or ions with the total composition C4H15N2O2 in a non-equilibrium geometry, with properties calculated with the ωB97M-V functional and the def2-TZVPD basis.

```
23
C4H15N2O2, DFT the ωB97M-V functional and the def2-TZVPD basis
C 1.73 1.25 2.51
C 0.92 -0.03 2.38
C 0.37 -0.16 0.98
C -0.85 0.14 0.52
N -1.04 -0.07 -0.93
N 3.05 1.13 1.83
H 1.80 1.59 3.54
H 1.24 2.10 2.00
H 0.05 -0.05 3.03
H 1.52 -0.88 2.72
H 1.10 -0.25 0.19
H -1.72 0.53 1.01
H -1.69 0.52 -1.48
H -0.21 -0.28 -1.49
H -1.53 -0.97 -1.02
H 3.07 0.25 1.34
H 3.75 1.07 2.56
H -2.68 1.17 -3.31
H -2.99 -0.20 -3.82
O -2.64 0.25 -3.05
H -1.50 -2.76 -2.61
H -0.53 -2.35 -3.74
O -1.23 -2.01 -3.16
```

The LUMO energy is -3.11 eV. The calculation puts the energy above the lowest of the compared OMol25 structures with the same formula, charge and spin at 202.1 kJ/mol. The net charge is +1. For the gap between HOMO and LUMO, the calculation gives 9.251 eV. As for the multiplicity: 1.

=====

(3)
Below is a molecular structure, C4H15N2O2 in a non-equilibrium geometry, with properties calculated with the ωB97M-V functional and the def2-TZVPD basis.

```
23
C4H15N2O2, DFT the ωB97M-V functional and the def2-TZVPD basis
C 0.36 -1.58 -0.28
C -1.13 -1.53 -0.16
C -1.80 -0.23 -0.10
C -0.85 2.03 0.10
N -0.81 0.79 0.40
N 0.94 -1.16 1.00
H 0.87 -0.90 -1.02
H 0.77 -2.53 -0.65
H -1.73 -2.14 -0.90
H -1.53 -2.17 0.70
H -2.38 0.09 -0.98
H -2.68 -0.30 0.59
H -1.64 2.67 -0.18
H 0.30 2.56 -0.02
H 0.25 0.08 0.91
H 0.78 -1.89 1.85
H 1.95 -1.07 1.06
H 2.49 0.48 -3.09
H 1.30 0.21 -4.07
O 1.69 0.84 -3.51
H 1.66 2.03 2.69
H 0.42 1.50 3.10
O 0.77 2.21 2.58
```

The LUMO energy is -3.48 eV. The calculation puts the energy above the lowest of the compared OMol25 structures with the same formula, charge and spin at 378.4 kJ/mol. The net charge is +1. For the gap between HOMO and LUMO, the calculation gives 10.916 eV. As for the multiplicity: 1.

=====

(4)
Below is 3 unconnected molecules or ions with the total composition C4H15N2O2 in a non-equilibrium geometry, with properties calculated with the ωB97M-V functional and the def2-TZVPD basis.

```
23
C4H15N2O2, DFT the ωB97M-V functional and the def2-TZVPD basis
C -1.59 -0.47 0.85
C -0.45 0.32 1.51
C 0.78 0.45 0.54
C 1.19 1.66 -0.02
N 2.21 1.68 -1.04
N -1.23 -1.36 -0.31
H -2.21 0.31 0.42
H -2.21 -1.08 1.62
H -0.74 1.18 2.05
H 0.03 -0.28 2.32
H 1.11 -0.39 0.17
H 0.80 2.63 0.23
H 2.46 0.91 -1.55
H 2.85 2.44 -0.91
H -2.09 -1.68 -0.96
H -0.76 -0.68 -0.98
H -0.53 -2.02 0.02
H -1.77 1.59 -2.51
H -1.97 2.53 -1.12
O -1.55 1.80 -1.55
H 1.75 -3.56 -0.19
H 2.12 -3.21 1.11
O 1.80 -2.76 0.29
```

The LUMO energy is -3.31 eV. The calculation puts the energy above the lowest of the compared OMol25 structures with the same formula, charge and spin at 295.5 kJ/mol. The net charge is +1. For the gap between HOMO and LUMO, the calculation gives 7.932 eV. As for the multiplicity: 1.

=====

(5)
Below is 2 unconnected molecules or ions with the total composition C4H15N2O2 in a non-equilibrium geometry, with properties calculated with the ωB97M-V functional and the def2-TZVPD basis.

```
23
C4H15N2O2, DFT the ωB97M-V functional and the def2-TZVPD basis
N 1.00 -0.85 -1.12
C -0.04 -1.90 -0.74
C -1.39 -1.43 -0.10
N -1.75 -0.15 -0.72
C -1.57 1.11 -0.06
C -0.54 1.20 1.04
O 0.69 1.79 0.54
H 0.68 0.08 -0.85
H 1.21 -1.00 -2.11
H 1.91 -1.02 -0.68
H -0.45 -2.40 -1.65
H 0.61 -2.59 -0.16
H -2.08 -2.28 -0.11
H -1.28 -1.23 0.96
H -2.46 -0.21 -1.45
H -1.68 1.89 -0.79
H -2.61 1.26 0.45
H -0.21 0.19 1.23
H -0.77 1.86 1.87
H 0.56 2.49 -0.11
H 1.93 0.73 1.12
H 3.20 0.35 1.76
O 2.70 0.15 0.95
```

The LUMO energy (alpha / beta) is -7.10 / -12.25 eV. The calculation puts the energy above the lowest of the compared OMol25 structures with the same formula, charge and spin at 246.7 kJ/mol. The net charge is +2. For the gap between HOMO and LUMO (alpha / beta), the calculation gives 11.240 / 6.091 eV. As for the multiplicity: 2.

=====

(6)
Below is 3 unconnected molecules or ions with the total composition C4H15N2O3 in a non-equilibrium geometry, with properties calculated with the ωB97M-V functional and the def2-TZVPD basis.

```
24
C4H15N2O3, DFT the ωB97M-V functional and the def2-TZVPD basis
O -2.37 -0.26 0.72
C -1.51 0.43 0.14
N -1.73 1.19 -0.91
C -0.19 0.68 0.95
N -0.06 -0.42 1.94
C 2.40 1.06 0.70
C 1.02 0.69 0.06
H -0.98 1.79 -1.26
H -2.46 1.05 -1.55
H -0.14 1.66 1.54
H 0.67 -0.49 2.58
H -0.05 -1.29 1.35
H -0.93 -0.33 2.47
H 3.11 1.04 -0.15
H 2.83 0.47 1.47
H 2.29 2.11 1.11
H 0.96 1.52 -0.65
H 1.21 -0.40 -0.48
H -1.06 -2.15 -0.52
H -0.44 -3.54 -0.19
O -0.32 -2.62 -0.54
H -1.52 -0.48 -3.20
H -0.14 -1.25 -2.61
O -0.59 -0.49 -2.98
```

The LUMO energy is -3.24 eV. The calculation puts the energy above the lowest of the compared OMol25 structures with the same formula, charge and spin at 260.9 kJ/mol. The net charge is +1. For the gap between HOMO and LUMO, the calculation gives 11.059 eV. As for the multiplicity: 1.

=====

Which value of multiplicity does entry 6 give?
1